# 1
{"formula": "C4H10N8", "method": "ωB97M-V/def2-TZVPD", "homo_energy_ev": [-15.87, -15.87], "orbital_gap_ev": [4.4, 4.4], "relative_energy_ev": 4.511, "charge": 2, "e_tot_ha": -595.6398, "multiplicity": 1, "species": ["C", "C", "C", "C", "N", "N", "N", "N", "N", "N", "N", "N", "H", "H", "H", "H", "H", "H", "H", "H", "H", "H"], "positions_angstrom": [[-1.897395, 3.369117, 1.867596], [-2.992075, 1.918979, 0.655913], [0.954125, -2.285578, -1.417542], [1.819262, -0.651212, 0.116178], [-3.167568, 3.421134, 2.069584], [-3.831782, 2.704897, 1.237757], [-1.705673, 2.344180, 0.932737], [0.969391, -3.520156, -1.933482], [-0.058002, -1.506182, -1.721768], [-0.600565, 1.844278, 0.425003], [2.722964, -0.279119, 0.962739], [1.895774, -1.861393, -0.541490], [-1.039333, 3.883797, 2.331837], [-3.052759, 1.033807, -0.068798], [0.252859, -3.583824, -2.553012], [1.755505, -4.148061, -1.803493], [-0.782836, -1.815891, -2.356115], [-0.275888, -0.766782, -1.063636], [0.100395, 2.536578, 0.266987], [2.541420, 0.612305, 1.580999], [3.710797, -0.739969, 1.282807], [2.681384, -2.510907, -0.270803]], "atomic_forces_ev_per_a": [[0.3, 2.1, 0.8], [-1.7, -3.7, -2.2], [0.2, -1.0, 0.4], [-1.7, 0.6, -0.3], [2.8, 2.9, 3.5], [-0.9, -2.9, -3.2], [5.0, -0.8, -1.2], [2.6, 2.1, 2.6], [-0.7, 0.6, 0.2], [-5.4, -0.2, 0.3], [2.8, 0.7, 2.8], [2.5, -0.5, 1.4], [-0.9, -0.3, -0.1], [-0.6, 1.7, 1.2], [-2.0, -1.7, -2.4], [-0.4, 0.0, -0.5], [0.1, 0.0, 0.2], [0.3, 0.2, -0.3], [1.1, 1.2, 0.9], [0.5, -2.5, -2.0], [-3.0, 0.9, -1.2], [-1.1, 0.4, -0.7]], "lowdin_charge": [-0.013, -0.044, -0.405, -0.193, 0.132, 0.153, -0.092, 0.257, 0.211, 0.372, 0.050, 0.076, 0.170, 0.183, 0.094, 0.159, 0.147, 0.088, 0.115, 0.152, 0.197, 0.190]}



# 2
{"formula": "C4H10NO", "method": "ωB97M-V/def2-TZVPD", "homo_energy_ev": -2.19, "orbital_gap_ev": 6.5, "relative_energy_ev": 1.248, "charge": -1, "e_tot_ha": -288.3458, "multiplicity": 1, "smiles": "C[C@@H](N)CC[O-]", "species": ["C", "C", "N", "C", "C", "O", "H", "H", "H", "H", "H", "H", "H", "H", "H", "H"], "positions_angstrom": [[-1.119707, 0.652149, -1.014746], [-0.673039, 0.227799, 0.431282], [-1.801214, -0.522552, 1.044158], [0.611258, -0.456746, 0.408713], [2.004043, 0.120814, -0.421274], [2.795968, 0.660524, 0.486324], [-2.202276, 0.616190, -1.087354], [-0.789471, -0.064981, -1.759720], [-0.617959, 1.551077, -1.436240], [-0.713901, 1.187948, 0.952516], [-1.804243, -0.277707, 2.044570], [-1.590529, -1.514828, 1.125510], [0.559514, -1.527834, -0.001264], [1.181843, -0.481911, 1.338511], [1.789539, 0.712388, -1.326070], [2.370171, -0.882334, -0.784917]], "atomic_forces_ev_per_a": [[0.7, -0.6, -0.4], [-2.0, 1.4, -1.6], [-0.1, -0.2, 1.4], [3.1, -1.4, -1.4], [-0.7, -1.3, 1.7], [0.5, 0.7, -0.2], [-0.2, 0.7, 0.1], [0.2, -0.7, 0.0], [-0.6, -0.1, 0.9], [0.7, -0.1, 0.3], [-0.2, 0.1, -0.5], [0.2, 0.0, -0.6], [-0.6, 1.2, 0.6], [-0.6, -0.2, 0.4], [-0.5, 0.3, -0.2], [0.1, 0.1, -0.4]], "lowdin_charge": [-0.096, -0.492, -0.009, -0.186, -0.519, -0.372, 0.044, 0.051, 0.070, 0.126, 0.055, 0.045, 0.099, 0.076, 0.056, 0.052]}



# 3
{"formula": "C4H10NO", "method": "ωB97M-V/def2-TZVPD", "homo_energy_ev": -1.88, "orbital_gap_ev": 4.4, "relative_energy_ev": 4.526, "charge": -1, "e_tot_ha": -288.2253, "multiplicity": 1, "species": ["C", "O", "C", "C", "C", "N", "H", "H", "H", "H", "H", "H", "H", "H", "H", "H"], "positions_angstrom": [[1.226059, -1.671907, 3.803576], [1.760689, -1.253443, 4.962915], [1.133781, -0.561267, 2.715814], [-0.976119, 2.043108, -3.672483], [-1.748000, 1.045780, -3.177054], [-1.187616, -0.281498, -2.775282], [1.809314, -2.517156, 3.380440], [0.146322, -2.017004, 3.895752], [-1.345930, 2.740309, -4.402102], [2.154946, -0.158188, 2.614701], [0.494607, 0.267061, 3.052346], [0.001943, 2.177199, -3.208786], [-2.832972, 1.063029, -3.000415], [-0.796783, 0.606430, -2.336248], [-0.667966, -0.700896, -3.535278], [0.827726, -0.781556, 1.682105]], "atomic_forces_ev_per_a": [[-0.6, 0.2, 0.3], [-0.1, 0.2, -0.1], [0.9, 0.8, -0.1], [-0.6, -0.6, 0.8], [-2.2, -0.6, -2.9], [-1.3, 2.2, 1.4], [-0.1, -0.3, -0.4], [0.3, -0.3, 0.0], [-0.3, 0.8, 0.6], [-0.2, 0.1, 0.1], [0.1, -0.2, 0.2], [0.4, -0.5, -1.2], [0.2, 0.3, -0.9], [3.1, -2.7, 2.1], [0.7, 0.9, 0.0], [-0.2, -0.6, 0.2]], "lowdin_charge": [-0.648, -0.401, -0.177, -0.007, -0.300, 0.007, 0.056, 0.060, 0.041, 0.041, 0.040, 0.063, 0.102, 0.041, 0.054, 0.029]}



# 4
{"formula": "C4H10NO", "method": "ωB97M-V/def2-TZVPD", "homo_energy_ev": [-8.48, -8.46], "orbital_gap_ev": [9.5, 7.1], "relative_energy_ev": 1.208, "e_tot_ha": -288.2826, "multiplicity": 2, "s2": 0.754, "species": ["C", "N", "C", "C", "C", "O", "H", "H", "H", "H", "H", "H", "H", "H", "H", "H"], "positions_angstrom": [[2.270985, -1.045619, 0.383198], [1.238234, -0.093902, 0.075011], [-0.806555, -0.070940, 1.494475], [-0.191021, -0.170602, 0.069483], [-0.733946, 0.953219, -0.868144], [-1.914548, 0.505981, -1.361773], [1.968940, -2.086337, 0.213253], [2.489769, -1.025804, 1.450329], [3.174035, -0.962476, -0.216376], [1.596531, 0.691412, -0.437041], [-1.132020, -1.057919, 1.796779], [-0.069829, 0.358890, 2.170528], [-1.567346, 0.709428, 1.467317], [-0.588297, -1.054377, -0.435376], [-0.908883, 1.864854, -0.282716], [0.009206, 1.112595, -1.656653]], "atomic_forces_ev_per_a": [[-1.0, -1.4, 0.7], [0.9, 1.2, -1.1], [0.4, 0.7, -1.0], [-0.1, 0.0, 0.6], [0.5, -0.3, 0.0], [-0.4, 0.1, 0.0], [-0.4, 0.0, -0.2], [0.5, 0.1, 0.1], [0.0, 0.6, 0.0], [-0.1, 0.0, 0.0], [-0.4, 0.2, 0.5], [0.3, -0.4, 0.1], [-0.7, -0.6, 0.1], [0.3, -0.6, 0.2], [0.1, 0.1, 0.0], [0.0, 0.3, -0.1]], "lowdin_charge": [-0.121, -0.109, -0.035, -0.373, -0.298, 0.034, 0.077, 0.066, 0.077, 0.096, 0.070, 0.074, 0.067, 0.132, 0.134, 0.107]}